Entry 1:
Formula: C4H6N2O
Source: the OMol25 dataset
Level of theory: the ωB97M-V functional and the def2-TZVPD basis

energy: -340.60692 a.u.
LUMO level: -0.00629 Eh
spin multiplicity: 1

Cartesian coordinates (Å):
N: 1.8625 -0.0931 -0.1118
C: 0.5869 0.6444 -0.0102
C: -0.2013 0.6119 -1.2074
C: -1.4891 0.1180 -1.0087
C: -1.3764 -0.2689 0.3414
O: -2.3520 -0.7222 1.1391
N: -0.1953 -0.0253 0.9476
H: 2.4268 -0.0217 0.7372
H: 2.3849 0.2709 -0.9093
H: 0.1904 0.9854 -2.1600
H: 1.6018 -1.1200 -0.2799
H: -3.1189 -0.6824 0.5460
H: -0.0704 0.0545 1.9450

---

Entry 2:
Formula: C4H6N2O
Source: the OMol25 dataset
Level of theory: the ωB97M-V functional and the def2-TZVPD basis

energy: -340.77424 a.u.
LUMO level: 0.02576 Eh
spin multiplicity: 1
SMILES string: Cc1ncc(O)[nH]1

Cartesian coordinates (Å):
C: 2.1754 -0.1699 0.1301
C: 0.7189 -0.0723 -0.1824
N: 0.1549 -0.3558 -1.3253
C: -1.2027 -0.1682 -1.1447
C: -1.4417 0.2191 0.1408
O: -2.5519 0.4902 0.8691
N: -0.2199 0.2937 0.7533
H: 2.6462 -0.7881 -0.6368
H: 2.3407 -0.6414 1.1055
H: 2.6713 0.8074 0.1360
H: -1.9169 -0.3352 -1.9403
H: -3.3112 0.1385 0.3886
H: -0.0630 0.5818 1.7063